one | DFT (ωB97M-V/def2-TZVPD) results for a cluster of 2 separate species, C5H14 in total.

Structure (XYZ):
```
19
Properties=species:S:1:pos:R:3:nbo_charge:R:1
C 0.124 -1.033 2.712 -0.604
C 0.232 -0.214 1.427 -0.394
C 1.557 0.538 1.321 -0.603
H 0.419 -0.416 3.563 0.198
H -0.883 -1.408 2.877 0.208
H 0.808 -1.884 2.685 0.201
H 0.113 -0.879 0.571 0.195
H -0.569 0.526 1.372 0.194
H 2.407 -0.145 1.252 0.200
H 1.555 1.177 0.439 0.206
H 1.710 1.166 2.199 0.200
C -1.227 0.399 -1.928 -0.601
C -0.678 0.302 -3.360 -0.602
H -2.075 1.081 -1.868 0.201
H -1.525 -0.586 -1.576 0.201
H -0.446 0.781 -1.270 0.199
H 0.180 -0.373 -3.372 0.200
H -0.338 1.278 -3.699 0.201
H -1.430 -0.086 -4.045 0.201
```

Its SMILES is CCC.CC. Its spin multiplicity is 1. Its total charge is 0. The value obtained for the LUMO energy is 0.04075 Ha.


two | DFT (ωB97M-V/def2-TZVPD) results for a cluster of 2 separate species, C5H14 in total.

Structure (XYZ):
```
19
Properties=species:S:1:pos:R:3:nbo_charge:R:1
C -0.469 1.410 -0.890 -0.609
C 0.483 1.678 0.259 -0.406
C 1.925 1.898 -0.160 -0.609
H -0.235 0.561 -1.532 0.204
H -1.493 1.305 -0.524 0.209
H -0.545 2.291 -1.540 0.204
H 0.103 2.574 0.747 0.195
H 0.448 0.963 1.082 0.199
H 2.068 2.544 -1.037 0.203
H 2.503 2.443 0.589 0.209
H 2.421 0.953 -0.372 0.202
C -0.659 -2.991 0.830 -0.610
C -1.220 -1.812 0.008 -0.611
H -0.267 -3.755 0.162 0.204
H 0.184 -2.632 1.420 0.200
H -1.365 -3.398 1.548 0.204
H -2.008 -1.304 0.561 0.203
H -1.541 -2.078 -0.994 0.205
H -0.417 -1.082 -0.068 0.204
```

Its SMILES is CCC.CC. Its spin multiplicity is 1. Its total charge is 0. The value obtained for the LUMO energy is 0.04112 Ha.


three | DFT (ωB97M-V/def2-TZVPD) results for a cluster of 2 separate species, C5H14 in total.

Structure (XYZ):
```
19
Properties=species:S:1:pos:R:3:nbo_charge:R:1
C -0.775 0.131 -2.519 -0.622
C 0.700 0.489 -2.248 -0.409
C 1.165 0.303 -0.827 -0.631
H -1.404 0.967 -2.198 0.199
H -1.261 -0.544 -1.782 0.209
H -1.045 -0.041 -3.556 0.213
H 1.302 0.002 -3.010 0.203
H 0.763 1.537 -2.578 0.200
H 1.044 1.014 -0.005 0.218
H 1.026 -0.714 -0.450 0.208
H 2.261 0.191 -0.888 0.213
C -0.314 -0.438 1.932 -0.616
C -0.706 -0.475 3.407 -0.623
H 0.417 0.340 1.796 0.202
H 0.136 -1.323 1.508 0.211
H -1.145 -0.046 1.356 0.209
H -0.307 0.400 3.926 0.204
H -1.759 -0.422 3.626 0.205
H -0.460 -1.381 3.984 0.208
```

Its SMILES is CCC.CC. Its spin multiplicity is 1. Its total charge is 0. The value obtained for the LUMO energy is 0.04012 Ha.


four | DFT (ωB97M-V/def2-TZVPD) results for a cluster of 2 separate species, C5H14 in total.

Structure (XYZ):
```
19
Properties=species:S:1:pos:R:3:nbo_charge:R:1
C 0.349 0.843 -0.641 -0.605
C 0.459 1.533 0.755 -0.397
C 1.454 2.651 0.927 -0.610
H 0.972 -0.047 -0.633 0.200
H -0.665 0.546 -0.833 0.213
H 0.747 1.597 -1.323 0.200
H 0.589 0.706 1.460 0.192
H -0.557 1.850 1.013 0.189
H 1.454 3.339 0.079 0.202
H 2.458 2.209 0.857 0.199
H 1.396 3.169 1.872 0.215
C -0.720 -3.040 -0.235 -0.614
C -1.511 -1.824 -0.703 -0.609
H -0.941 -3.283 0.799 0.212
H -0.637 -3.858 -0.945 0.209
H 0.324 -2.728 -0.076 0.197
H -1.556 -1.190 0.184 0.200
H -2.524 -2.147 -0.967 0.199
H -1.217 -1.223 -1.556 0.209
```

Its SMILES is CCC.CC. Its spin multiplicity is 1. Its total charge is 0. The value obtained for the LUMO energy is 0.04206 Ha.


Quick one: most stable of them? one


one | DFT (ωB97M-V/def2-TZVPD) results for a cluster of 2 separate species, C5H14 in total.

Structure (XYZ):
```
19
Properties=species:S:1:pos:R:3:nbo_charge:R:1
C 0.967 2.244 1.635 -0.607
C 0.745 0.758 2.038 -0.403
C 0.701 -0.175 0.849 -0.610
H -0.004 2.725 1.535 0.204
H 1.512 2.757 2.430 0.207
H 1.512 2.338 0.701 0.201
H 1.416 0.454 2.846 0.198
H -0.223 0.735 2.548 0.194
H 1.655 -0.615 0.563 0.209
H -0.070 -0.940 0.965 0.208
H 0.391 0.415 -0.016 0.199
C -1.865 -1.593 -1.959 -0.606
C -0.459 -1.154 -2.379 -0.602
H -1.945 -1.646 -0.876 0.204
H -2.639 -0.977 -2.423 0.201
H -2.102 -2.570 -2.378 0.200
H 0.230 -1.886 -1.946 0.200
H -0.228 -0.185 -1.946 0.200
H -0.287 -1.134 -3.450 0.204
```

Its SMILES is CCC.CC. Its spin multiplicity is 1. Its total charge is 0. The value obtained for the LUMO energy is 0.04170 Ha.


two | DFT (ωB97M-V/def2-TZVPD) results for a cluster of 2 separate species, C5H14 in total.

Structure (XYZ):
```
19
Properties=species:S:1:pos:R:3:nbo_charge:R:1
C -1.488 -0.439 0.269 -0.624
C -0.899 0.159 1.554 -0.410
C -1.962 0.918 2.355 -0.603
H -2.585 -0.435 0.302 0.207
H -1.344 -1.520 0.088 0.209
H -1.073 0.056 -0.593 0.209
H -0.413 -0.676 2.054 0.200
H -0.038 0.831 1.418 0.198
H -2.725 0.286 2.812 0.204
H -1.525 1.478 3.189 0.206
H -2.382 1.606 1.621 0.203
C 1.705 -0.354 -2.561 -0.597
C 2.454 -0.204 -1.149 -0.613
H 0.867 0.339 -2.577 0.195
H 2.395 -0.109 -3.345 0.198
H 1.360 -1.374 -2.719 0.199
H 3.012 -1.126 -1.227 0.211
H 1.654 -0.176 -0.409 0.201
H 2.988 0.741 -1.085 0.206
```

Its SMILES is CCC.CC. Its spin multiplicity is 1. Its total charge is 0. The value obtained for the LUMO energy is 0.04116 Ha.


Quick one: most stable of them? one


one | DFT (ωB97M-V/def2-TZVPD) results for a cluster of 2 separate species, C5H14 in total.

Structure (XYZ):
```
19
Properties=species:S:1:pos:R:3:nbo_charge:R:1
C 1.783 -0.773 -0.816 -0.624
C 1.762 0.726 -0.585 -0.404
C 2.152 1.090 -2.034 -0.612
H 2.625 -1.265 -1.383 0.214
H 0.813 -1.193 -1.306 0.209
H 1.696 -1.267 0.247 0.195
H 0.862 1.125 -0.172 0.217
H 2.707 1.084 0.050 0.186
H 2.986 0.434 -2.381 0.206
H 1.262 0.989 -2.742 0.207
H 2.486 2.152 -1.835 0.205
C -2.556 -1.140 1.750 -0.613
C -2.709 0.320 1.459 -0.610
H -2.818 -1.398 2.833 0.202
H -3.205 -1.705 1.124 0.205
H -1.481 -1.375 1.592 0.206
H -3.614 0.817 2.003 0.200
H -1.879 0.903 1.889 0.205
H -2.870 0.476 0.306 0.205
```

Its SMILES is CCC.CC. Its spin multiplicity is 1. Its total charge is 0. The value obtained for the LUMO energy is 0.03803 Ha.


two | DFT (ωB97M-V/def2-TZVPD) results for a cluster of 2 separate species, C5H14 in total.

Structure (XYZ):
```
19
Properties=species:S:1:pos:R:3:nbo_charge:R:1
C 2.742 1.092 -0.432 -0.620
C 1.296 0.685 -0.236 -0.408
C 0.545 0.633 -1.586 -0.621
H 2.990 2.110 -0.638 0.209
H 3.438 0.713 0.348 0.209
H 3.277 0.452 -1.207 0.202
H 0.782 1.283 0.598 0.209
H 1.302 -0.329 0.159 0.201
H 0.087 1.499 -1.978 0.208
H -0.355 -0.029 -1.383 0.199
H 0.939 0.114 -2.444 0.213
C -1.522 -0.675 1.388 -0.611
C -2.780 -1.358 0.883 -0.606
H -1.426 0.436 1.375 0.207
H -1.255 -1.087 2.341 0.203
H -0.700 -0.940 0.723 0.200
H -2.611 -2.390 0.785 0.204
H -3.044 -1.030 -0.148 0.199
H -3.704 -1.179 1.451 0.203
```

Its SMILES is CCC.CC. Its spin multiplicity is 1. Its total charge is 0. The value obtained for the LUMO energy is 0.04088 Ha.


Quick one: most stable of them? two


one | DFT (ωB97M-V/def2-TZVPD) results for a cluster of 2 separate species, C5H14 in total.

Structure (XYZ):
```
19
Properties=species:S:1:pos:R:3:nbo_charge:R:1
C -0.394 -1.900 -0.756 -0.605
C -0.836 -1.018 0.431 -0.397
C -2.155 -1.510 1.066 -0.609
H -0.939 -1.641 -1.666 0.201
H 0.671 -1.796 -0.958 0.208
H -0.632 -2.940 -0.528 0.198
H -0.963 0.002 0.071 0.197
H -0.045 -1.026 1.180 0.195
H -2.150 -1.346 2.144 0.208
H -2.245 -2.587 0.918 0.199
H -3.016 -0.989 0.654 0.205
C 1.882 1.388 -0.313 -0.603
C 1.300 2.808 -0.344 -0.602
H 2.957 1.416 -0.488 0.201
H 1.730 0.948 0.673 0.200
H 1.385 0.740 -1.032 0.201
H 0.233 2.770 -0.122 0.200
H 1.420 3.254 -1.331 0.201
H 1.798 3.427 0.400 0.202
```

Its SMILES is CCC.CC. Its spin multiplicity is 1. Its total charge is 0. The value obtained for the LUMO energy is 0.04172 Ha.


two | DFT (ωB97M-V/def2-TZVPD) results for a cluster of 2 separate species, C5H14 in total.

Structure (XYZ):
```
19
Properties=species:S:1:pos:R:3:nbo_charge:R:1
C 0.015 1.059 2.305 -0.603
C 0.589 -0.118 1.541 -0.398
C 2.041 -0.107 1.121 -0.607
H 0.153 1.996 1.748 0.199
H 0.527 1.296 3.246 0.198
H -1.043 0.880 2.479 0.211
H 0.403 -1.067 2.063 0.192
H -0.064 -0.147 0.653 0.196
H 2.246 0.760 0.470 0.198
H 2.713 0.102 1.952 0.202
H 2.322 -1.017 0.603 0.212
C -0.576 -0.867 -2.333 -0.616
C -1.880 -0.044 -2.097 -0.619
H 0.196 -0.355 -2.894 0.211
H -0.066 -1.399 -1.523 0.204
H -1.013 -1.708 -2.884 0.202
H -2.710 -0.329 -1.463 0.217
H -2.213 0.062 -3.131 0.203
H -1.640 1.003 -1.855 0.198
```

Its SMILES is CCC.CC. Its spin multiplicity is 1. Its total charge is 0. The value obtained for the LUMO energy is 0.03996 Ha.


Quick one: most stable of them? one